Entry 1:
{"formula": "C3H4FNO", "method": "ωB97M-V/def2-TZVPD", "symbols": ["O", "C", "N", "F", "C", "C", "H", "H", "H", "H"], "positions_angstrom": [[-3.14496, -1.58396, 0.66566], [-3.11929, -0.50374, 0.22405], [-3.32504, 0.49539, -0.41629], [-2.61157, 1.68936, -0.40053], [-0.04350, -0.18275, 0.66475], [-0.00118, -0.01743, -0.62825], [0.50035, -0.86386, 1.23187], [-0.60778, 0.57210, 1.14564], [0.44384, -0.68846, -1.27405], [-0.60730, 0.75879, -0.96872]], "atomic_forces_ev_per_a": [[0.0, 0.8, -0.1], [0.8, -2.2, 1.2], [-0.7, 2.5, -1.6], [-0.3, -1.2, 0.5], [-0.1, 1.0, 0.0], [-0.5, -0.3, 0.7], [0.7, -1.3, 0.8], [-0.4, 0.5, 1.1], [1.1, -1.0, -1.4], [-0.6, 1.1, -1.2]], "de_lowest_kcal_mol": 94.4, "max_force_ev_per_a": 3.09, "homo_lumo_gap_ev": 10.19, "multiplicity": 1, "lumo_energy_ev": -0.392, "e_homo_ev": -10.59}

=====

Entry 2:
{"formula": "C20H33FN2O6PS", "method": "ωB97M-V/def2-TZVPD", "symbols": ["C", "C", "O", "C", "C", "C", "C", "C", "C", "C", "N", "C", "C", "C", "C", "C", "C", "C", "O", "C", "O", "N", "C", "P", "C", "O", "C", "S", "O", "O", "F", "H", "H", "H", "H", "H", "H", "H", "H", "H", "H", "H", "H", "H", "H", "H", "H", "H", "H", "H", "H", "H", "H", "H", "H", "H", "H", "H", "H", "H", "H", "H", "H", "H"], "positions_angstrom": [[3.52494, 2.74187, 3.38838], [4.19534, 1.74883, 2.43167], [3.18448, 1.16102, 1.62172], [3.50684, -0.12585, 1.14563], [2.29914, -1.07570, 1.15752], [1.01205, -0.40554, 0.63902], [0.56087, -1.21212, -0.66069], [1.40876, -0.69049, -1.79105], [1.07097, 0.40434, -2.57347], [1.89993, 0.80316, -3.58365], [3.07039, 0.26802, -3.92205], [3.35937, -0.77927, -3.15565], [2.60468, -1.29260, -2.13225], [-0.95295, -1.22831, -0.92834], [-1.38319, -1.45752, -2.39781], [-2.48090, -2.54256, -2.53391], [-3.67668, -2.34174, -1.60910], [-4.62891, -1.24777, -2.09119], [-5.64428, -1.09367, -1.08706], [-5.49992, 0.03321, -0.35477], [-5.77128, 0.11582, 0.82706], [-1.69101, -0.04180, -0.40615], [-1.38126, 0.35407, 1.01437], [-1.37004, 2.24714, 0.95221], [-0.83631, 2.95047, 2.53941], [-0.12577, 2.66234, -0.05916], [-0.19264, -0.44527, 1.59528], [0.16160, -0.13504, 3.32822], [1.09938, 0.89833, 3.52972], [0.51548, -1.37846, 3.90021], [-1.26275, 0.20115, 3.88617], [3.32141, 2.28338, 4.35196], [2.57624, 3.08177, 2.98034], [4.13915, 3.62501, 3.55574], [4.72635, 1.02063, 3.04325], [4.87001, 2.33255, 1.80141], [3.83289, -0.02265, 0.10057], [4.34802, -0.56447, 1.68380], [2.21582, -1.47480, 2.16844], [2.61205, -1.90999, 0.53496], [1.28773, 0.58883, 0.29092], [0.84044, -2.24987, -0.49265], [0.15200, 0.94528, -2.39104], [1.57691, 1.65136, -4.18009], [4.30404, -1.27188, -3.36252], [2.94759, -2.16713, -1.59985], [-1.34848, -2.08403, -0.38400], [-1.78007, -0.50926, -2.77157], [-0.56165, -1.76142, -3.03774], [-2.03457, -3.53007, -2.45718], [-2.84508, -2.44389, -3.55868], [-4.25776, -3.25804, -1.53524], [-3.40418, -2.08968, -0.57734], [-4.12556, -0.29913, -2.30314], [-5.14604, -1.57403, -2.99035], [-5.13475, 0.94237, -0.87908], [-2.70175, -0.16075, -0.47586], [-1.46741, 0.74365, -1.02658], [-2.27007, 0.08955, 1.58758], [-1.36994, 2.54712, 3.39433], [-1.12605, 3.99935, 2.46620], [0.24612, 2.93989, 2.64346], [-0.50382, 2.97998, -0.88460], [-0.49590, -1.49569, 1.63429]], "atomic_forces_ev_per_a": [[0.0, 0.0, 0.1], [-0.6, 1.3, 0.4], [0.1, -0.7, 0.5], [0.0, 0.2, -1.0], [0.8, 0.5, 0.7], [0.2, -1.0, -0.6], [0.3, 1.1, 0.4], [-0.1, -0.1, -0.4], [-0.5, -0.4, 0.9], [-0.1, 1.4, -1.2], [-0.7, -0.5, 0.9], [1.6, -0.3, -0.7], [-0.5, -0.3, 0.6], [0.1, -1.4, -0.8], [-0.7, -0.3, 0.5], [0.0, 0.9, -0.2], [-0.2, 0.1, -0.1], [-0.4, -0.8, -0.1], [0.5, 0.9, 0.3], [-0.7, 0.4, 2.2], [0.4, -0.4, -1.9], [0.7, 0.4, 0.1], [0.7, 0.4, 1.2], [-1.3, 0.9, -0.3], [0.2, 0.3, -0.5], [0.1, -0.8, 0.3], [-0.5, -0.1, -1.1], [1.8, -1.2, 0.4], [-0.8, 1.2, -0.2], [-0.6, -0.8, 0.0], [-0.1, 0.4, -0.3], [-0.1, 0.0, 0.1], [0.0, 0.0, -0.1], [0.1, -0.1, 0.0], [0.2, -0.3, -0.4], [0.3, -0.4, -0.1], [0.1, 0.0, 0.0], [-0.1, -0.1, 0.2], [-0.4, 0.0, 0.0], [-0.2, -0.2, 0.0], [-0.4, 0.3, 0.5], [-0.2, -0.1, 0.0], [0.0, 0.2, -0.1], [0.1, 0.0, -0.1], [0.0, 0.0, -0.1], [0.1, -0.1, -0.1], [0.0, 0.1, 0.3], [0.2, 0.0, -0.3], [0.2, 0.3, 0.1], [0.0, -0.1, 0.2], [0.0, -0.3, -0.1], [0.0, -0.1, 0.1], [0.1, -0.2, 0.0], [-0.1, 0.1, 0.0], [0.1, 0.1, -0.2], [0.1, -0.5, -0.3], [0.0, -0.2, -0.1], [0.0, 0.1, 0.1], [-0.1, 0.2, 0.1], [0.1, -0.2, 0.0], [-0.1, 0.0, -0.1], [0.0, -0.3, 0.2], [0.1, 0.3, 0.0], [0.0, 0.0, 0.3]], "max_force_ev_per_a": 2.34, "homo_lumo_gap_ev": 8.98, "multiplicity": 1, "charge": 1, "lumo_energy_ev": -3.058, "e_homo_ev": -12.03}

=====

| no. | E (Ha) |
| --- | --- |
| 1 | -346.4184 |
| 2 | -2181.9555 |